Entry 1:
{
  "formula": "C34H42BrMnN5O2Se2Si",
  "method": "ωB97M-V/def2-TZVPD",
  "orbital_gap_ha": [0.2245, 0.2585],
  "s_squared": 6.23,
  "multiplicity": 5,
  "total_charge": 1,
  "symbols": ["Mn", "Br", "C", "C", "C", "C", "C", "N", "C", "O", "O", "H", "H", "H", "C", "C", "C", "C", "N", "C", "C", "C", "C", "C", "C", "N", "H", "H", "H", "H", "H", "H", "H", "H", "C", "C", "C", "C", "N", "C", "Se", "N", "C", "C", "C", "C", "C", "C", "C", "C", "C", "C", "H", "H", "H", "H", "H", "H", "H", "H", "H", "H", "H", "H", "H", "H", "H", "H", "H", "H", "H", "H", "H", "H", "C", "Si", "C", "C", "Se", "H", "H", "H", "H", "H", "H", "H", "H", "H"],
  "xyz": [[0.047, -0.712, 0.188], [3.352, -3.149, 0.481], [3.192, -1.826, 1.833], [4.082, -1.838, 2.900], [3.931, -0.856, 3.865], [2.900, 0.069, 3.743], [2.066, -0.032, 2.647], [2.224, -0.952, 1.692], [0.898, 0.907, 2.475], [0.714, 1.825, 3.239], [0.137, 0.649, 1.445], [4.856, -2.587, 2.962], [4.607, -0.820, 4.708], [2.719, 0.843, 4.475], [3.975, 0.002, -1.852], [3.847, -0.773, -2.991], [2.663, -1.456, -3.215], [1.637, -1.345, -2.288], [1.781, -0.621, -1.168], [2.918, 0.038, -0.960], [0.302, -1.972, -2.478], [-0.063, -2.639, -3.637], [-1.357, -3.115, -3.761], [-2.255, -2.913, -2.727], [-1.815, -2.262, -1.590], [-0.567, -1.806, -1.470], [4.873, 0.566, -1.647], [4.659, -0.844, -3.702], [2.547, -2.065, -4.099], [2.975, 0.614, -0.046], [0.647, -2.778, -4.437], [-1.660, -3.636, -4.659], [-3.276, -3.258, -2.785], [-2.465, -2.105, -0.740], [-2.286, 2.586, -5.119], [-0.897, 3.140, -5.413], [0.121, 2.063, -5.779], [0.473, 1.127, -4.626], [1.126, 1.832, -3.528], [0.614, 2.066, -2.298], [-0.972, 1.398, -1.610], [1.493, 2.835, -1.620], [1.287, 3.323, -0.250], [0.328, 4.506, -0.197], [0.854, 5.771, -0.869], [2.006, 6.429, -0.118], [2.612, 3.062, -2.408], [3.811, 3.713, -2.151], [4.762, 3.695, -3.157], [4.528, 3.048, -4.376], [3.331, 2.403, -4.632], [2.376, 2.427, -3.624], [-3.010, 3.392, -5.002], [-2.306, 1.999, -4.200], [-2.631, 1.951, -5.938], [-0.532, 3.713, -4.554], [-0.957, 3.846, -6.243], [1.031, 2.530, -6.160], [-0.276, 1.445, -6.589], [1.147, 0.332, -4.956], [-0.420, 0.664, -4.207], [2.270, 3.592, 0.141], [0.897, 2.494, 0.335], [0.117, 4.702, 0.857], [-0.614, 4.193, -0.651], [0.032, 6.485, -0.948], [1.155, 5.545, -1.898], [1.739, 6.603, 0.925], [2.267, 7.390, -0.559], [2.911, 5.820, -0.126], [4.000, 4.215, -1.214], [5.707, 4.196, -2.997], [5.297, 3.057, -5.135], [3.156, 1.901, -5.573], [-1.960, -1.314, 4.461], [-2.099, -2.742, 3.282], [-3.762, -2.861, 2.457], [-1.478, -4.361, 3.950], [-0.550, -2.409, 1.596], [-2.635, -1.424, 5.311], [-2.205, -0.382, 3.948], [-0.940, -1.237, 4.840], [-4.543, -3.128, 3.172], [-3.743, -3.620, 1.675], [-4.026, -1.901, 2.010], [-2.142, -4.733, 4.732], [-0.479, -4.241, 4.370], [-1.426, -5.109, 3.157]],
  "forces_ev_per_a": [[0.49, 1.14, -0.56], [0.02, -0.03, 0.02], [0.13, -0.06, 0.03], [-0.05, 0.06, -0.01], [-0.03, -0.01, -0.03], [0.01, -0.13, -0.02], [0.10, 0.04, 0.08], [-0.06, -0.02, 0.12], [-0.16, -0.04, 0.07], [0.13, -0.05, -0.06], [-0.09, 0.34, 0.09], [0.01, -0.01, 0.00], [0.00, -0.01, 0.02], [0.00, 0.03, 0.01], [-0.03, -0.02, 0.04], [-0.02, -0.02, 0.01], [0.02, 0.02, 0.06], [-0.01, 0.04, 0.02], [-0.15, -0.01, -0.26], [-0.01, 0.07, -0.09], [0.05, 0.07, 0.04], [-0.01, 0.03, 0.05], [0.00, 0.01, 0.02], [0.01, 0.01, 0.01], [0.04, -0.07, -0.02], [0.02, -0.22, -0.11], [0.02, 0.02, -0.01], [0.02, 0.00, -0.01], [0.01, -0.02, -0.02], [0.01, 0.01, -0.02], [0.00, -0.01, -0.02], [-0.01, 0.00, -0.01], [-0.01, -0.01, -0.01], [0.02, -0.03, -0.01], [-0.03, -0.01, -0.01], [0.01, -0.01, -0.01], [-0.04, 0.00, 0.03], [-0.06, -0.01, 0.03], [0.00, -0.06, -0.07], [0.02, 0.01, 0.13], [-0.13, -0.06, -0.01], [-0.03, -0.07, 0.12], [0.01, 0.05, -0.04], [0.04, -0.02, 0.00], [-0.01, -0.01, -0.01], [0.02, 0.02, 0.01], [-0.03, 0.05, -0.07], [-0.01, -0.02, -0.04], [0.01, -0.01, -0.01], [0.01, 0.01, 0.02], [-0.01, 0.01, 0.03], [0.08, 0.02, 0.03], [0.00, 0.01, 0.01], [0.01, -0.02, 0.00], [-0.01, 0.01, -0.02], [-0.01, 0.02, 0.00], [0.02, 0.00, 0.00], [0.00, 0.00, -0.01], [0.01, -0.01, -0.01], [0.01, 0.02, -0.03], [0.03, -0.01, 0.00], [0.00, -0.03, 0.00], [-0.05, 0.02, 0.01], [0.00, 0.00, 0.00], [0.00, 0.01, 0.01], [-0.01, -0.01, -0.01], [-0.01, 0.03, -0.01], [-0.01, 0.01, 0.01], [0.01, 0.00, -0.02], [0.01, -0.03, 0.02], [0.01, 0.01, 0.02], [0.01, 0.01, 0.00], [0.02, 0.01, -0.01], [-0.01, -0.01, -0.02], [-0.07, -0.08, 0.03], [0.05, 0.50, -0.22], [-0.03, -0.04, 0.12], [-0.03, 0.01, -0.01], [-0.18, -1.43, 0.48], [-0.02, 0.01, 0.03], [0.02, 0.03, 0.02], [0.01, 0.02, 0.01], [-0.04, 0.01, 0.01], [-0.01, -0.01, -0.01], [-0.02, 0.00, -0.01], [-0.01, -0.02, 0.02], [0.01, -0.01, 0.03], [-0.02, -0.04, 0.02]],
  "lowdin_spin": [4.01, 0.00, 0.00, 0.00, 0.00, 0.00, 0.00, 0.03, 0.01, 0.01, 0.01, 0.00, 0.00, 0.00, 0.00, 0.00, 0.00, 0.01, 0.03, 0.01, 0.00, 0.00, 0.00, 0.00, 0.01, -0.01, 0.00, 0.00, 0.00, 0.00, 0.00, 0.00, 0.00, 0.00, 0.00, 0.00, 0.00, 0.00, 0.00, 0.01, 0.02, 0.00, 0.00, 0.00, 0.00, 0.00, 0.00, 0.00, 0.00, 0.00, 0.00, 0.00, 0.00, 0.00, 0.00, 0.00, 0.00, 0.00, 0.00, 0.00, 0.00, 0.00, 0.00, 0.00, 0.00, 0.00, 0.00, 0.00, 0.00, 0.00, 0.00, 0.00, 0.00, 0.00, 0.00, 0.00, 0.01, -0.02, -0.16, 0.00, 0.00, 0.00, 0.00, 0.00, 0.00, 0.00, 0.00, 0.00]
}

=====

Entry 2:
{
  "formula": "C15H18",
  "method": "ωB97M-V/def2-TZVPD",
  "orbital_gap_ha": 0.3525,
  "multiplicity": 1,
  "symbols": ["C", "C", "C", "C", "C", "C", "C", "C", "H", "H", "H", "H", "H", "H", "H", "H", "H", "H", "C", "C", "C", "C", "C", "C", "C", "H", "H", "H", "H", "H", "H", "H", "H"],
  "xyz": [[-1.847, -2.639, 1.844], [-2.426, -1.964, 3.093], [-1.661, -1.721, 0.643], [-1.719, -2.343, -0.657], [-1.761, -0.274, 0.718], [-1.570, -1.585, -1.800], [-1.793, 0.451, -0.521], [-1.561, -0.247, -1.696], [-0.914, -3.219, 2.103], [-2.505, -3.411, 1.392], [-3.640, -1.792, 3.001], [-1.935, -3.408, -0.734], [-1.950, 0.252, 1.594], [-1.650, -1.969, -2.815], [-1.830, 1.521, -0.463], [-1.436, 0.373, -2.561], [-2.142, -0.901, 3.170], [-1.936, -2.274, 3.943], [1.771, -0.178, -1.675], [2.841, 3.499, 0.275], [1.928, 3.530, -0.879], [3.385, 2.265, 0.688], [1.537, 2.319, -1.500], [2.890, 1.086, 0.097], [1.994, 1.098, -0.989], [3.249, 4.363, 0.704], [1.466, 4.525, -1.015], [4.027, 2.126, 1.561], [0.679, 2.186, -2.228], [3.251, 0.078, 0.396], [2.168, -1.134, -1.157], [2.318, -0.151, -2.580], [0.772, -0.463, -1.950]],
  "forces_ev_per_a": [[0.31, -0.47, -0.51], [-2.97, 2.51, -2.65], [-0.98, 1.25, -0.97], [0.38, 0.55, 1.51], [0.03, -2.32, -3.66], [-0.72, -1.64, -0.35], [1.14, -1.84, 2.19], [-0.40, 3.31, 0.12], [-0.68, 0.85, -0.28], [0.08, 0.18, 0.92], [3.02, -1.20, 0.86], [0.34, 0.14, 0.15], [0.00, 0.59, 1.51], [0.33, -0.46, 0.34], [-0.13, 0.36, -0.28], [-0.10, 0.04, -0.64], [0.20, -0.19, -0.61], [-0.09, -1.65, 2.35], [0.19, -2.80, 0.51], [-0.52, -2.52, -2.64], [0.69, -0.29, 2.35], [-1.61, -0.44, -0.25], [-1.30, 0.35, 0.59], [0.29, -0.09, -0.41], [1.45, 0.68, 1.25], [0.01, 1.39, 0.51], [0.24, -0.83, -0.66], [0.04, 0.51, -0.35], [1.32, 0.87, 0.54], [-0.18, 0.96, 0.05], [-0.46, 1.79, -0.31], [0.64, 0.00, -1.21], [-0.54, 0.40, 0.05]],
  "mulliken_charge": [-0.31, -1.12, 0.77, -0.43, -0.56, -0.31, -0.73, -0.52, 0.24, 0.32, 0.25, 0.29, 0.30, 0.38, 0.38, 0.38, 0.28, 0.41, -1.22, -0.47, -0.49, -0.50, -0.21, -0.33, 0.96, 0.42, 0.31, 0.34, 0.24, 0.25, 0.24, 0.39, 0.06]
}

=====

Entry 3:
{
  "formula": "C36H44F6N3O",
  "method": "ωB97M-V/def2-TZVPD",
  "orbital_gap_ha": 0.1871,
  "multiplicity": 1,
  "total_charge": 1,
  "symbols": ["C", "C", "C", "C", "C", "C", "C", "C", "C", "C", "C", "C", "C", "C", "C", "C", "C", "C", "C", "C", "C", "C", "H", "H", "H", "H", "H", "H", "H", "H", "H", "H", "H", "H", "H", "H", "H", "H", "H", "H", "H", "H", "H", "H", "H", "H", "H", "H", "H", "H", "H", "O", "C", "N", "C", "C", "C", "C", "C", "N", "N", "C", "C", "C", "C", "F", "F", "F", "C", "C", "C", "F", "F", "F", "C", "H", "H", "H", "H", "H", "H", "H", "H", "H", "H", "H", "H", "H", "H", "H"],
  "xyz": [[0.085, -2.585, -2.884], [1.261, -1.731, -2.533], [2.053, -2.083, -1.440], [3.183, -1.345, -1.093], [4.008, -1.876, 0.045], [3.443, -0.143, -1.772], [4.521, 0.802, -1.275], [5.931, 0.285, -1.588], [4.330, 1.171, 0.234], [2.972, 1.221, 0.855], [2.702, 2.150, 1.888], [1.579, 3.067, 1.829], [0.887, 3.364, 0.534], [1.278, 3.836, 2.938], [2.047, 3.777, 4.106], [1.596, 4.482, 5.348], [3.254, 3.074, 4.067], [3.629, 2.308, 2.983], [5.012, 1.738, 3.005], [2.685, 0.199, -2.909], [3.001, 1.419, -3.739], [1.578, -0.573, -3.249], [-0.311, -2.299, -3.866], [0.359, -3.652, -2.893], [-0.723, -2.442, -2.150], [1.804, -2.968, -0.851], [5.066, -1.596, 0.007], [3.595, -1.573, 1.021], [3.971, -2.974, 0.034], [4.449, 1.737, -1.846], [5.992, 0.025, -2.653], [6.701, 1.036, -1.373], [6.176, -0.618, -1.023], [4.855, 0.435, 0.859], [4.854, 2.140, 0.330], [2.179, 0.602, 0.458], [0.028, 4.010, 0.741], [1.541, 3.918, -0.161], [0.531, 2.472, 0.010], [0.423, 4.520, 2.885], [2.324, 4.317, 6.152], [1.529, 5.564, 5.157], [0.606, 4.142, 5.695], [3.930, 3.132, 4.920], [5.495, 2.053, 3.939], [5.028, 0.643, 2.991], [5.640, 2.110, 2.184], [2.293, 1.476, -4.575], [2.901, 2.354, -3.167], [4.012, 1.387, -4.173], [0.951, -0.266, -4.088], [-2.412, -1.286, -1.357], [-3.049, -2.079, -0.652], [-2.488, -2.714, 0.416], [-1.153, -2.393, 0.925], [-1.219, -1.325, 2.026], [-1.885, -1.919, 3.288], [-1.170, -1.273, 4.489], [0.043, -0.517, 3.888], [0.067, -0.793, 2.444], [-4.390, -2.412, -0.860], [-5.237, -1.850, -1.824], [-6.615, -2.158, -1.807], [-7.483, -1.542, -2.710], [-8.969, -1.812, -2.663], [-9.522, -1.831, -3.917], [-9.258, -3.004, -2.069], [-9.627, -0.836, -1.954], [-7.016, -0.635, -3.656], [-5.650, -0.365, -3.709], [-5.134, 0.584, -4.759], [-3.780, 0.760, -4.697], [-5.434, 0.134, -6.017], [-5.714, 1.817, -4.630], [-4.774, -0.959, -2.806], [-3.045, -3.420, 0.879], [-0.756, -3.333, 1.346], [-0.519, -2.059, 0.093], [-1.829, -0.490, 1.632], [-2.970, -1.754, 3.290], [-1.723, -3.011, 3.339], [-1.843, -0.598, 5.032], [-0.836, -2.045, 5.193], [-0.041, 0.571, 4.103], [0.971, -0.886, 4.356], [0.481, -0.067, 1.861], [-4.819, -3.009, -0.158], [-7.009, -2.869, -1.085], [-7.699, -0.154, -4.347], [-3.725, -0.716, -2.836]],
  "forces_ev_per_a": [[-0.40, -0.16, -0.12], [0.00, 0.17, 0.33], [0.21, 0.08, -0.38], [-0.57, 0.24, -0.07], [0.15, -0.33, 0.44], [0.15, -0.17, -0.19], [-0.46, -0.42, -0.32], [0.27, -0.03, 0.17], [0.30, -0.07, -0.21], [1.02, 1.78, -0.28], [0.03, 0.32, -0.06], [-0.04, -0.43, 0.37], [-0.40, 0.06, -0.08], [-0.09, -0.07, -0.29], [-0.30, -0.24, -0.01], [0.29, 0.26, 0.23], [-0.16, -0.06, 0.22], [0.26, 0.53, -0.51], [0.52, -0.16, 0.47], [-0.20, 0.16, 0.47], [-0.15, 0.18, -0.22], [0.14, -0.40, 0.08], [0.03, -0.21, 0.21], [-0.09, 0.37, -0.08], [0.27, -0.05, -0.32], [0.10, 0.08, -0.27], [-0.41, -0.09, 0.09], [0.14, -0.04, -0.12], [0.02, 0.32, 0.02], [-0.25, -0.15, 0.35], [-0.03, 0.14, 0.25], [-0.14, -0.09, -0.03], [0.06, 0.21, -0.18], [0.30, -0.04, -0.16], [-0.39, -0.48, 0.53], [-0.25, 0.09, -0.49], [0.10, -0.20, -0.18], [-0.07, -0.27, 0.31], [0.08, -0.04, 0.01], [0.34, -0.25, 0.04], [-0.28, 0.12, -0.14], [-0.05, -0.28, 0.10], [0.38, 0.05, -0.30], [-0.21, -0.03, -0.15], [-0.10, -0.18, -0.22], [0.02, 0.09, -0.09], [-0.30, -0.12, 0.35], [0.21, 0.04, 0.17], [0.07, -0.22, -0.16], [-0.24, 0.00, 0.20], [0.20, -0.18, 0.14], [-0.75, -0.74, 0.96], [0.35, 0.74, -0.63], [-0.12, -0.13, 0.05], [0.05, -0.23, -0.13], [-0.78, 0.38, -0.39], [0.24, -0.08, 0.08], [-0.03, 0.10, -0.13], [0.33, 0.42, 0.34], [0.36, -0.83, 0.47], [0.47, -0.11, 0.22], [-0.89, 0.40, -0.57], [0.41, 0.21, -0.06], [0.26, 0.00, -0.05], [-0.75, -0.02, -0.03], [0.48, 0.00, 1.22], [0.16, 0.91, -0.43], [0.51, -0.91, -0.62], [0.13, 0.01, -0.04], [-0.17, -0.39, 0.43], [0.13, 0.42, -0.49], [-1.18, -0.11, -0.11], [0.33, 0.47, 0.99], [0.54, -0.92, -0.20], [0.06, 0.04, 0.03], [0.35, 0.20, 0.06], [0.14, 0.45, -0.20], [-0.24, -0.16, 0.18], [-0.18, -0.34, 0.04], [0.32, 0.02, 0.01], [-0.06, 0.37, -0.24], [0.28, -0.10, -0.13], [-0.10, 0.27, -0.14], [0.07, -0.46, -0.10], [-0.21, 0.28, -0.15], [-0.59, -0.25, 0.33], [0.04, 0.29, -0.41], [0.03, 0.10, -0.07], [0.05, -0.10, 0.07], [-0.08, -0.03, -0.06]],
  "mulliken_charge": [-1.62, 0.88, -0.61, 1.40, -1.98, 0.81, -0.39, -1.69, -1.43, 0.75, 0.30, 0.88, -1.67, -0.83, 0.51, -1.46, -0.96, 0.63, -1.56, 0.61, -1.67, -0.99, 0.44, 0.35, 0.14, 0.37, 0.10, 0.20, 0.56, 0.55, 0.40, 0.44, 0.30, 0.44, 0.77, 0.66, 0.44, 0.32, 0.29, 0.39, 0.37, 0.35, 0.34, 0.32, 0.45, 0.35, 0.34, 0.41, 0.33, 0.32, 0.34, -0.71, 0.63, -0.10, -0.47, 0.34, -0.64, -0.73, -0.31, -0.09, -0.11, 0.60, -0.95, 0.05, 0.90, -0.26, -0.26, -0.24, -1.17, -0.03, 0.80, -0.26, -0.25, -0.26, -0.71, 0.26, 0.51, -0.54, 0.23, 0.28, 0.35, 0.28, 0.26, 0.06, 0.41, -0.06, 0.21, 0.45, 0.46, 1.08]
}